{"formula": "C4H13N2O", "method": "ωB97M-V/def2-TZVPD", "species": ["C", "C", "N", "H", "H", "H", "H", "H", "H", "C", "N", "C", "O", "H", "H", "H", "H", "H", "H", "H"], "xyz": [[-2.04037, 0.93175, -1.51501], [0.10147, 2.01142, -1.78596], [-0.58987, 1.00336, -1.45316], [-2.44780, 0.70467, -0.52749], [-2.36716, 0.13075, -2.17322], [-2.44227, 1.89750, -1.81194], [-0.35597, 2.94754, -2.08745], [1.17859, 1.89521, -1.82660], [-0.04098, 0.09447, -1.19018], [0.81493, -0.94411, 2.75983], [0.19542, -1.08224, 1.42488], [1.21365, -1.11700, 0.39498], [0.65314, -1.29044, -0.91074], [1.56256, -1.73139, 2.85587], [0.05987, -1.19654, 3.50033], [1.22431, 0.06023, 2.88068], [-0.36838, -0.25474, 1.26292], [1.78144, -0.17300, 0.38399], [1.90170, -1.92946, 0.61878], [-0.03431, -1.95797, -0.80050]], "orbital_gap_ev": 8.5, "e_above_lowest_kj_mol": 255.3, "charge": 1, "homo_energy_ev": -13.09}

{"formula": "C5H6InLiO4", "method": "ωB97M-V/def2-TZVPD", "species": ["O", "C", "O", "O", "C", "C", "Li", "H", "H", "H", "H", "In", "C", "C", "O", "H", "H"], "xyz": [[0.99002, -2.05827, 2.43795], [1.22303, -0.90179, 2.01823], [2.22038, -0.23470, 2.22804], [0.25157, -0.44508, 1.08555], [0.40401, 0.73256, 0.53775], [-0.70531, 1.25224, -0.26111], [2.89270, -1.69185, 3.47587], [1.44154, 1.01238, 0.31190], [-0.61004, 1.91934, 0.83152], [-0.34424, 2.06618, -0.90351], [-1.67161, 0.79590, -0.02772], [-0.35335, -3.42299, 2.24762], [-0.81296, 0.02066, -2.33086], [-1.61450, 0.63988, -3.21935], [-2.30153, 1.22921, -3.92728], [-1.24582, -0.87210, -1.87028], [0.23611, -0.04156, -2.63430]], "orbital_gap_ev": [6.8, 4.0], "spin_multiplicity": 2, "s2": 0.761, "e_above_lowest_kj_mol": 215.5, "charge": 3, "homo_energy_ev": [-19.46, -19.46]}